C47H37Cl2N2O8 | ωB97M-V/def2-TZVPD

```
96
Properties=species:S:1:pos:R:3:mulliken_charge:R:1
C 3.78 1.98 0.73 -0.996
C 3.33 0.62 0.18 -0.612
C 1.96 0.64 -0.50 -0.373
Cl 1.72 -0.88 -1.42 -0.142
N 1.68 1.79 -1.35 0.807
C 0.74 2.80 -1.09 0.151
C -0.10 2.81 0.14 -1.345
C 0.21 4.00 1.09 0.186
C 1.41 4.84 0.80 -0.671
O 1.30 3.86 1.91 -0.500
C 0.74 3.65 -2.15 0.690
C -0.04 4.86 -2.53 -0.945
C -1.14 5.28 -1.58 -0.123
O -0.99 6.18 -0.84 -0.376
Cl -2.69 4.45 -1.64 -0.114
N 1.70 3.14 -3.03 0.752
O 2.00 3.65 -4.24 -0.414
C 2.24 2.04 -2.54 0.128
C 3.25 1.29 -3.36 -1.392
C 4.68 1.16 -2.81 -0.044
O 5.23 0.11 -2.93 -0.558
C 5.38 2.32 -2.19 0.840
C 5.06 3.65 -2.44 0.006
C 5.80 4.65 -1.84 -0.855
C 6.87 4.36 -0.99 -0.450
C 7.19 3.03 -0.74 -0.635
C 6.45 2.03 -1.34 -0.521
H 3.23 2.24 1.63 0.396
H 4.82 1.86 1.04 0.515
H 3.77 2.76 -0.02 -0.276
H 4.10 0.16 -0.43 0.213
H 3.22 -0.05 1.04 0.639
H 1.22 0.59 0.29 0.250
H -1.16 2.86 -0.09 0.402
H 0.08 1.95 0.77 0.194
H -0.65 4.53 1.48 0.664
H 1.39 5.84 1.19 0.428
H 2.28 4.40 0.33 0.032
H -0.53 4.65 -3.50 0.554
H 0.59 5.73 -2.71 0.526
H 1.74 4.58 -4.27 0.409
H 3.33 1.68 -4.37 0.554
H 2.89 0.27 -3.45 0.476
H 4.25 3.90 -3.12 0.630
H 5.58 5.69 -2.05 0.437
H 7.47 5.13 -0.54 0.446
H 8.02 2.77 -0.10 0.434
H 6.71 0.99 -1.16 0.484
C -8.78 -2.13 1.99 -0.476
C -8.64 -0.96 2.73 -0.491
C -7.87 0.08 2.25 -0.551
C -7.24 -0.04 1.02 0.178
C -7.36 -1.22 0.28 0.175
C -8.14 -2.26 0.77 -0.566
C -6.65 -1.39 -1.02 0.604
O -6.76 -2.41 -1.66 -0.647
C -5.80 -0.27 -1.51 0.189
C -5.08 -0.42 -2.69 -0.613
C -4.30 0.61 -3.16 -0.817
C -4.22 1.81 -2.46 -0.136
C -4.93 1.97 -1.28 -0.099
C -5.71 0.93 -0.79 -0.196
C -6.43 1.10 0.50 0.592
O -6.36 2.15 1.11 -0.664
H -9.38 -2.94 2.37 0.406
H -9.13 -0.87 3.69 0.403
H -7.77 1.00 2.82 0.470
H -8.25 -3.17 0.19 0.479
H -5.15 -1.35 -3.23 0.499
H -3.74 0.49 -4.08 0.425
H -3.61 2.62 -2.83 0.362
H -4.88 2.90 -0.72 0.545
C -0.93 -6.35 5.61 -0.489
C -0.63 -7.65 5.22 -0.490
C 0.15 -7.88 4.10 -0.535
C 0.63 -6.81 3.36 0.148
C 0.31 -5.51 3.73 0.167
C -0.46 -5.28 4.87 -0.553
C 0.77 -4.34 2.92 0.542
O 0.50 -3.21 3.25 -0.692
C 1.57 -4.61 1.70 -0.397
C 1.96 -3.55 0.90 0.046
C 2.71 -3.77 -0.24 -0.053
C 3.09 -5.07 -0.58 -0.939
C 2.69 -6.14 0.21 -0.512
C 1.93 -5.91 1.34 0.200
C 1.48 -7.08 2.16 0.604
O 1.80 -8.21 1.86 -0.647
H -1.53 -6.18 6.49 0.407
H -1.00 -8.49 5.80 0.403
H 0.39 -8.89 3.80 0.478
H -0.70 -4.27 5.16 0.468
H 1.67 -2.54 1.17 0.547
H 3.02 -2.94 -0.85 0.420
H 3.68 -5.25 -1.47 0.411
H 2.98 -7.15 -0.06 0.494
```

Orbital gap (eV): 8.280
Net charge: +1
DFT total energy (eV): -93736.4389
HOMO level (eV): -11.234

---

C47H43B2F6N2O2P2Re | ωB97M-V/def2-TZVPD

```
105
Properties=species:S:1:pos:R:3:mulliken_spin:R:1
Re 0.24 -0.40 0.39 0.982
C -1.13 -3.39 1.88 0.012
N -0.01 -3.44 2.79 -0.006
C 0.22 -2.22 3.51 0.033
P 1.08 -0.88 2.53 -0.036
C 2.83 -1.36 2.53 0.008
C 3.32 -2.53 3.10 -0.004
C 4.67 -2.83 3.01 0.001
C 5.54 -1.97 2.36 -0.001
C 5.06 -0.80 1.79 0.001
C 3.71 -0.50 1.87 0.003
C 0.93 0.43 3.79 -0.036
C -0.37 0.88 4.05 0.010
C -0.60 1.77 5.08 0.003
C 0.46 2.25 5.84 -0.001
C 1.76 1.82 5.56 0.001
C 1.99 0.90 4.55 -0.002
C 0.40 -4.69 3.30 0.006
C 0.56 -5.77 2.43 0.000
C 0.92 -7.01 2.91 0.000
C 1.16 -7.21 4.26 0.001
C 1.04 -6.13 5.13 0.000
C 0.66 -4.88 4.66 0.001
P -0.83 -2.50 0.28 -0.076
C -2.44 -2.75 -0.50 -0.003
C -2.87 -4.04 -0.82 0.000
C -4.10 -4.23 -1.41 0.000
C -4.91 -3.14 -1.69 -0.001
C -4.50 -1.86 -1.38 -0.001
C -3.26 -1.66 -0.78 0.009
C 0.38 -3.46 -0.67 -0.003
C 1.64 -3.67 -0.09 0.005
C 2.67 -4.20 -0.84 0.001
C 2.46 -4.51 -2.18 0.001
C 1.22 -4.30 -2.76 0.000
C 0.18 -3.76 -2.02 0.010
H -1.98 -2.86 2.35 0.005
H -1.47 -4.40 1.64 0.003
H 0.85 -2.38 4.37 0.002
H -0.72 -1.77 3.86 0.000
H 2.66 -3.24 3.59 -0.001
H 5.05 -3.74 3.46 0.000
H 6.59 -2.21 2.29 0.000
H 5.73 -0.12 1.28 0.000
H 3.32 0.40 1.41 -0.006
H -1.18 0.52 3.43 0.016
H -1.61 2.09 5.31 0.000
H 0.28 2.95 6.64 0.000
H 2.58 2.19 6.15 0.000
H 3.00 0.56 4.35 0.000
H 0.41 -5.62 1.37 -0.001
H 1.03 -7.84 2.22 0.000
H 1.45 -8.18 4.64 0.000
H 1.22 -6.27 6.19 0.000
H 0.53 -4.08 5.37 -0.001
H -2.22 -4.89 -0.61 0.000
H -4.43 -5.23 -1.65 0.000
H -5.87 -3.30 -2.17 0.000
H -5.12 -1.01 -1.62 0.000
H -2.92 -0.66 -0.54 -0.003
H 1.80 -3.42 0.95 -0.005
H 3.64 -4.36 -0.39 0.000
H 3.28 -4.90 -2.78 0.000
H 1.06 -4.53 -3.81 0.000
H -0.77 -3.54 -2.49 0.001
F 0.24 -0.18 -3.68 0.001
B -0.97 0.00 -3.06 0.009
F -0.69 0.12 -1.53 0.037
F -1.55 1.22 -3.35 -0.001
F -1.82 -1.06 -3.20 0.000
F -1.99 2.34 0.05 0.003
B -1.92 3.45 -0.68 0.002
F -1.76 5.85 -0.88 0.000
C -5.09 4.95 -0.05 0.000
C -3.88 4.78 -0.91 0.000
C -4.00 4.62 -2.25 0.000
C -3.01 4.44 -3.29 0.000
C -1.75 3.95 -3.25 0.000
C -1.16 3.42 -2.07 -0.002
N 0.03 2.92 -1.96 -0.001
C 1.12 2.67 -2.81 -0.005
C 1.27 3.32 -4.02 0.000
C 2.33 3.00 -4.85 0.000
C 3.23 2.02 -4.50 0.000
C 3.07 1.34 -3.30 -0.002
C 2.05 1.66 -2.43 -0.005
C 1.89 0.78 -1.22 0.027
O 2.13 -0.43 -1.28 -0.004
O 1.45 1.29 -0.10 0.009
C -2.51 4.84 -0.24 0.001
C -2.50 5.15 1.24 0.000
H -6.00 4.92 -0.64 0.000
H -5.05 5.91 0.47 0.000
H -5.13 4.17 0.71 0.000
H -5.01 4.69 -2.64 0.000
H -3.36 4.73 -4.27 0.000
H -1.20 3.89 -4.19 0.000
H 0.25 2.52 -1.02 0.006
H 0.57 4.09 -4.32 0.000
H 2.43 3.52 -5.80 0.000
H 4.04 1.77 -5.16 0.000
H 3.74 0.53 -3.03 0.001
H -1.46 5.24 1.57 0.000
H -2.97 4.36 1.81 0.000
H -3.00 6.10 1.44 0.000
```

Orbital gap (alpha / beta) (eV): 5.672 / 5.706
Multiplicity: 2
Net charge: +1
DFT total energy (eV): -94878.4929
HOMO level (alpha / beta) (eV): -10.016 / -10.049

---

C13H52N26O13 | ωB97M-V/def2-TZVPD

```
104
Properties=species:S:1:pos:R:3:mulliken_charge:R:1
C 1.21 3.31 7.22 0.581
O 2.29 3.81 7.49 -0.654
N 0.29 3.15 8.19 -0.387
N 0.80 2.82 6.09 -0.334
H -0.52 2.60 7.91 0.151
H 0.46 3.62 9.07 0.217
H 1.40 2.52 5.34 0.254
H -0.01 2.27 6.32 0.171
C 2.63 -0.41 -8.12 0.579
O 3.62 -0.03 -8.68 -0.642
N 2.50 -1.48 -7.40 -0.360
N 1.67 0.44 -7.96 -0.385
H 3.24 -2.18 -7.46 0.211
H 1.72 -1.70 -6.80 0.173
H 0.87 -0.03 -7.56 0.180
H 1.56 1.18 -8.64 0.245
C 1.01 0.36 -0.38 0.613
O 0.14 0.93 -0.97 -0.639
N 1.17 -0.98 -0.40 -0.422
N 1.85 0.86 0.41 -0.324
H 1.77 -1.48 0.23 0.182
H 0.36 -1.40 -0.83 0.215
H 2.00 1.85 0.53 0.226
H 2.53 0.22 0.80 0.149
C 3.70 -7.85 0.98 0.638
O 2.76 -8.25 1.71 -0.705
N 4.92 -8.18 1.02 -0.389
N 3.62 -6.85 0.26 -0.299
H 5.70 -7.75 0.55 0.182
H 4.99 -9.11 1.40 0.225
H 2.88 -6.17 0.22 0.214
H 4.50 -6.53 -0.13 0.133
C -4.52 -8.35 0.82 0.603
O -4.97 -8.44 -0.28 -0.638
N -3.48 -7.66 1.12 -0.348
N -4.91 -8.98 1.92 -0.411
H -3.12 -7.87 2.04 0.163
H -2.84 -7.31 0.42 0.235
H -5.74 -9.49 1.69 0.218
H -4.48 -8.98 2.84 0.178
C -5.70 0.77 1.44 0.659
O -6.78 0.89 2.02 -0.675
N -5.51 0.12 0.42 -0.354
N -4.54 1.17 1.94 -0.425
H -6.26 -0.44 0.05 0.219
H -4.63 0.19 -0.08 0.189
H -3.69 0.67 1.71 0.190
H -4.57 1.94 2.59 0.198
C -1.01 -3.46 5.71 0.602
O -1.16 -2.34 6.15 -0.629
N 0.00 -3.93 4.94 -0.353
N -1.97 -4.38 5.84 -0.396
H 0.79 -3.33 4.76 0.208
H 0.00 -4.89 4.62 0.166
H -2.69 -4.19 6.52 0.222
H -1.91 -5.36 5.59 0.178
C 5.80 8.22 3.75 0.611
O 5.69 9.15 2.84 -0.675
N 6.74 8.07 4.66 -0.365
N 4.92 7.26 3.85 -0.393
H 7.56 8.65 4.71 0.216
H 6.69 7.22 5.21 0.181
H 4.32 7.29 3.04 0.219
H 4.62 6.66 4.60 0.207
C -6.00 -0.24 -6.63 0.695
O -5.20 0.54 -7.17 -0.688
N -5.65 -1.11 -5.74 -0.402
N -7.23 -0.35 -6.82 -0.375
H -6.33 -1.79 -5.43 0.162
H -4.72 -0.94 -5.38 0.220
H -7.58 0.23 -7.57 0.225
H -7.85 -0.94 -6.30 0.165
C -1.13 7.78 0.09 0.612
O -0.06 7.64 -0.48 -0.650
N -1.70 8.90 0.43 -0.404
N -1.99 6.84 0.21 -0.413
H -2.58 9.12 0.88 0.179
H -1.09 9.69 0.27 0.220
H -1.71 6.05 -0.36 0.245
H -2.95 7.13 0.32 0.210
C -1.45 -5.95 -5.77 0.650
O -1.30 -5.02 -4.96 -0.664
N -2.36 -6.87 -5.77 -0.385
N -0.78 -6.04 -6.93 -0.350
H -2.39 -7.64 -6.43 0.184
H -2.79 -6.95 -4.86 0.237
H -0.21 -5.33 -7.36 0.198
H -0.94 -6.90 -7.44 0.129
C 6.46 0.61 6.25 0.658
O 5.93 -0.21 5.55 -0.643
N 7.01 1.63 5.68 -0.398
N 6.81 0.45 7.50 -0.391
H 6.77 1.76 4.71 0.218
H 7.50 2.23 6.33 0.151
H 6.14 -0.05 8.07 0.239
H 7.40 1.17 7.88 0.168
C -0.86 6.75 -6.72 0.612
O -0.27 6.36 -7.74 -0.661
N -1.63 6.17 -5.88 -0.367
N -0.80 8.07 -6.49 -0.434
H -1.64 5.18 -6.05 0.249
H -1.88 6.58 -4.99 0.205
H -0.84 8.46 -5.56 0.184
H -0.38 8.58 -7.26 0.213
```

Energy above the lowest of the compared OMol25 structures with the same formula, charge and spin (eV): 13.954
Orbital gap (eV): 8.808
Net charge: 0
DFT total energy (eV): -79687.4473
HOMO level (eV): -9.161

---

CH14Na4O10 | ωB97M-V/def2-TZVPD

```
29
Properties=species:S:1:pos:R:3:mulliken_spin:R:1
Na 8.58 -16.66 -8.90 0.305
Na 8.67 -17.40 -2.64 0.020
Na 5.73 -18.00 -6.84 0.148
Na 7.97 -14.86 -5.23 0.288
C 8.27 -17.83 -5.58 -0.315
O 7.27 -17.51 -4.89 0.324
O 9.39 -17.85 -5.06 0.011
O 8.14 -18.01 -6.82 0.236
O 7.30 -19.86 -3.29 0.014
H 6.93 -20.59 -3.78 0.003
H 7.14 -19.09 -3.84 0.006
O 11.57 -17.50 -3.50 -0.005
H 10.82 -17.51 -4.09 -0.004
H 11.49 -16.67 -3.03 0.008
O 10.46 -19.42 -7.65 -0.001
H 9.70 -18.95 -7.32 0.001
H 10.31 -20.33 -7.41 0.002
O 10.63 -15.42 -6.04 -0.016
H 10.34 -16.29 -5.74 -0.032
H 10.71 -15.52 -6.99 0.057
O 10.30 -20.53 -4.93 0.008
H 11.22 -20.61 -5.19 0.001
H 10.16 -19.58 -4.84 0.010
O 7.13 -19.88 -8.76 -0.002
H 7.57 -20.73 -8.79 0.006
H 7.69 -19.33 -8.22 -0.021
O 4.76 -16.84 -4.10 -0.003
H 4.22 -17.63 -4.04 0.000
H 5.64 -17.17 -4.26 -0.048
```

Energy above the lowest of the compared OMol25 structures with the same formula, charge and spin (eV): 0.000
Orbital gap (alpha / beta) (eV): 3.720 / 8.900
Multiplicity: 2
Net charge: +1
DFT total energy (eV): -39403.1356
HOMO level (alpha / beta) (eV): -7.715 / -13.003

---

C22H62BF4N6O14 | ωB97M-V/def2-TZVPD

```
109
Properties=species:S:1:pos:R:3:mulliken_charge:R:1
B -0.22 0.20 1.34 0.427
F -0.34 1.40 2.03 -0.342
F -1.13 0.18 0.24 0.287
F 1.13 0.24 0.91 0.282
F -0.41 -0.96 2.09 -0.536
C -2.38 2.60 4.64 0.484
O -2.89 3.24 5.58 -0.717
N -2.32 1.25 4.54 -0.330
N -1.67 3.23 3.68 -0.192
H -1.64 0.88 3.89 0.075
H -2.73 0.73 5.29 0.216
H -1.80 4.23 3.63 0.166
H -0.86 2.78 3.28 0.222
C 5.23 -0.61 -0.19 0.455
O 5.42 -1.55 -0.95 -0.698
N 6.08 0.45 -0.05 -0.268
N 4.26 -0.51 0.76 0.032
H 6.99 0.33 -0.45 0.203
H 5.89 1.18 0.63 0.189
H 3.41 -1.05 0.69 -0.161
H 4.47 0.27 1.35 0.254
C -0.28 6.46 -2.57 -0.995
O 0.18 5.19 -2.28 -0.257
C 1.43 5.13 -1.67 -0.654
C 2.09 3.73 -1.75 -0.199
N 3.38 3.76 -1.10 -0.436
C 3.26 3.96 0.37 -0.065
C 4.56 3.58 1.12 -0.960
O 4.45 2.30 1.67 -0.429
C 3.53 2.04 2.75 -0.631
H 0.43 6.97 -3.25 0.404
H -0.17 7.20 -1.77 0.383
H -1.22 6.68 -3.07 0.314
H 1.51 5.47 -0.63 0.321
H 2.11 5.81 -2.21 0.353
H 2.29 3.56 -2.81 0.485
H 1.42 2.93 -1.41 -0.129
H 3.96 2.93 -1.15 0.275
H 2.39 3.44 0.79 0.168
H 3.07 5.03 0.42 0.350
H 4.69 4.31 1.93 0.313
H 5.45 3.58 0.49 0.402
H 3.49 2.85 3.48 0.439
H 3.82 1.08 3.18 0.310
H 2.55 1.92 2.29 -0.053
C -4.23 -7.13 -4.19 -0.825
O -4.78 -5.88 -3.90 -0.296
C -5.18 -5.16 -5.09 -0.444
C -5.68 -3.77 -4.64 -0.799
N -4.74 -3.26 -3.61 -0.074
C -5.19 -2.05 -2.88 -0.963
C -4.18 -1.79 -1.78 -0.316
O -3.70 -2.96 -1.10 -0.457
C -2.74 -2.53 -0.12 -0.562
H -4.91 -7.95 -3.95 0.273
H -3.24 -7.23 -3.74 0.266
H -4.09 -7.38 -5.25 0.340
H -6.10 -5.66 -5.41 0.294
H -4.37 -5.23 -5.81 0.434
H -6.65 -3.86 -4.15 0.317
H -5.88 -3.00 -5.39 0.422
H -3.91 -2.91 -4.08 0.182
H -6.17 -2.23 -2.43 0.500
H -5.23 -1.10 -3.44 0.256
H -4.71 -1.02 -1.21 0.282
H -3.32 -1.37 -2.30 0.324
H -1.81 -2.22 -0.59 0.189
H -2.55 -3.28 0.65 0.287
H -3.10 -1.64 0.39 0.377
C 0.96 -3.86 1.35 -0.011
C 2.01 -4.93 1.61 -0.654
O 1.53 -6.22 1.27 -0.547
O 1.57 -2.67 1.80 -0.193
H 0.06 -4.12 1.93 0.264
H 0.65 -3.98 0.31 0.217
H 2.37 -4.82 2.63 0.261
H 2.80 -4.65 0.92 0.263
H 1.16 -6.64 2.05 0.331
H 0.95 -1.98 2.12 -0.084
C 1.15 -0.96 4.54 1.085
C 2.39 -1.64 5.12 -0.959
O 3.28 -0.79 5.87 -0.561
O 0.57 -0.10 5.49 -0.641
H 0.45 -1.69 4.14 0.264
H 1.43 -0.33 3.68 -0.589
H 2.82 -2.32 4.39 0.281
H 2.07 -2.38 5.87 0.435
H 2.77 -0.59 6.66 0.335
H -0.37 0.02 5.37 0.283
C -2.59 3.52 -0.29 0.844
C -3.35 2.54 -1.23 -0.504
O -2.51 1.64 -1.89 -0.559
O -3.55 4.00 0.68 -0.604
H -2.12 4.42 -0.68 0.030
H -1.84 2.99 0.31 -0.432
H -3.77 3.25 -1.95 0.333
H -4.17 2.05 -0.70 0.222
H -1.99 1.12 -1.26 0.259
H -3.48 4.96 0.68 0.340
C 1.97 -0.82 -1.79 0.824
C 2.48 0.07 -2.92 -0.818
O 3.68 0.80 -2.59 -0.511
O 0.56 -1.00 -1.91 -0.606
H 2.26 -0.69 -0.75 -0.607
H 2.26 -1.87 -1.95 0.376
H 1.73 0.80 -3.22 0.372
H 2.82 -0.43 -3.83 0.293
H 4.39 0.16 -2.50 0.268
H 0.20 -0.67 -1.08 -0.062
```

Orbital gap (eV): 9.110
Net charge: -1
DFT total energy (eV): -72975.5774
HOMO level (eV): -6.749